[1]
A molecular structure, H10N2Si4 in a non-equilibrium geometry, computed with ωB97M-V with the def2-TZVPD basis set.

The geometry in ORCA input format:
```
! RIJCOSX wB97M-V def2-TZVPD def2/J DEFGRID3
* xyz 0 1
N -0.6473 0.1246 -0.2524
N 2.1306 0.3848 -0.4579
Si -1.1976 -1.5784 -0.1279
Si 0.6623 0.4955 -1.3459
Si -1.6163 1.2694 0.6377
Si 2.9228 -0.1481 0.8219
H -2.5716 -1.5150 -0.9006
H -0.5270 -2.7609 -0.6499
H 0.7097 -0.6386 -2.2557
H 0.6410 1.8562 -2.1539
H -2.9674 0.8814 0.3342
H -1.1286 2.6479 -0.0277
H -1.6203 1.4765 2.0141
H -1.2214 -1.6887 1.3721
H 2.4549 -1.3672 1.5209
H 3.9762 0.5607 1.4711
*
```

Values from the calculation:
* lowest unoccupied orbital energy: -0.445 eV
* relative energy (zero: lowest compared OMol25 entry of this formula, charge and spin): 34.27 kcal/mol
* HOMO-LUMO gap: 8.715 eV



[2]
4 unconnected molecules or ions with the total composition H10NO3 in a non-equilibrium geometry, computed with ωB97M-V with the def2-TZVPD basis set.

The geometry in ORCA input format:
```
! RIJCOSX wB97M-V def2-TZVPD def2/J DEFGRID3
* xyz 0 2
N 0.1039 -0.4319 1.3901
H -0.0443 0.3667 0.7419
H 0.8660 0.0645 1.8712
H -0.5793 -0.9369 1.9199
H 0.7268 -1.0422 0.7026
H -1.0503 2.2437 -0.3480
H 0.2354 3.1257 -0.1927
O -0.2200 2.4141 0.0702
H 2.0532 -2.4466 -0.6046
H 1.7865 -1.1831 -1.4495
O 1.3662 -1.7975 -0.8718
H -1.4001 -0.7035 -1.4134
H -2.3269 0.3382 -1.0772
O -1.5171 -0.0111 -0.7386
*
```

Values from the calculation:
* lowest unoccupied orbital energy (spin up / spin down): 0.700 / 0.358 eV
* relative energy (zero: lowest compared OMol25 entry of this formula, charge and spin): 21.55 kcal/mol
* HOMO-LUMO gap (spin up / spin down): 3.616 / 12.113 eV



[3]
4 unconnected molecules or ions with the total composition H10NO3, computed with ωB97M-V with the def2-TZVPD basis set.

The geometry in ORCA input format:
```
! RIJCOSX wB97M-V def2-TZVPD def2/J DEFGRID3
* xyz 0 2
N -0.2272 -0.5956 0.0771
H 0.5425 -0.3735 0.7354
H -1.1434 -0.5814 0.5754
H -0.0117 -1.5220 -0.3525
H -0.2175 0.1452 -0.6419
H -0.1688 1.9843 2.6076
H 1.3133 2.1536 2.4561
O 0.5256 1.9662 1.9352
H 0.2608 2.3680 -2.1309
H 0.3256 2.9730 -0.7149
O 0.1929 2.1538 -1.2048
H -0.4902 -3.4211 -1.8979
H -0.4073 -4.0485 -0.4789
O -0.4943 -3.2019 -0.9651
*
```

Values from the calculation:
* lowest unoccupied orbital energy (spin up / spin down): 0.823 / 0.634 eV
* relative energy (zero: lowest compared OMol25 entry of this formula, charge and spin): 0.97 kcal/mol
* HOMO-LUMO gap (spin up / spin down): 3.641 / 12.279 eV



[4]
4 unconnected molecules or ions with the total composition H10NO3 in a non-equilibrium geometry, computed with ωB97M-V with the def2-TZVPD basis set.

The geometry in ORCA input format:
```
! RIJCOSX wB97M-V def2-TZVPD def2/J DEFGRID3
* xyz 1 1
N 0.5687 0.2837 0.0346
H -0.2761 -0.0486 0.5262
H 0.7307 -0.2661 -0.8098
H 1.3989 0.2389 0.6214
H 0.3536 1.2354 -0.2907
H -0.7490 1.5170 -2.8325
H -1.5721 2.5729 -2.4154
O -0.8614 2.0329 -2.0314
H 3.0271 -1.7533 0.8576
H 2.3201 -2.6077 1.7233
O 2.1637 -2.1658 0.8720
H -2.1624 -1.0657 1.4316
H -2.8915 0.2164 1.2769
O -2.0502 -0.1899 1.0363
*
```

Values from the calculation:
* lowest unoccupied orbital energy: -3.322 eV
* relative energy (zero: lowest compared OMol25 entry of this formula, charge and spin): 17.36 kcal/mol
* HOMO-LUMO gap: 12.372 eV



> Which value of relative energy (zero: lowest compared OMol25 entry of this formula, charge and spin) does entry 2 give?

21.55 kcal/mol